A molecular structure, AlBH4 in a non-equilibrium geometry. Source: the OMol25 dataset; level of theory: wB97M-V/def2-TZVPD.

Results
Electronic energy = -268.62971 Ha
HOMO-LUMO gap = 5.974 eV

ORCA input file:
```
! RIJCOSX wB97M-V def2-TZVPD def2/J DEFGRID3
* xyz 2 1
B -0.3908 -0.3649 0.0225
H 0.1803 -0.3313 1.0622
Al 1.8916 1.7577 -0.0371
H -1.2643 -1.1560 -0.2720
H -0.8970 0.7344 0.0006
H 0.4802 -0.6399 -0.7763
*
```